[1]
This record from the OMol25 dataset describes a molecular structure, C47H47N8O2SeW in a non-equilibrium geometry. The level of theory is ωB97M-V/def2-TZVPD.

Summary:
- Energy above the lowest of the compared OMol25 structures with the same formula, charge and spin: 200.5 kJ/mol
- Charge: +3
- E: -132660.981 eV
- HOMO-LUMO gap: 5.28 eV
- HOMO: -0.541 Ha

```
106
C47H47N8O2SeW, DFT ωB97M-V/def2-TZVPD
W -0.1328 -1.0641 -0.3600
C 2.5919 0.1965 -3.0802
C 2.3664 1.3479 -2.0812
C 2.2426 0.9802 -0.5913
N 1.8096 -0.4207 -0.3584
C 2.8569 -1.3467 -0.4015
C 4.1405 -1.0199 -0.0483
C 5.3523 -1.7346 -0.1491
C 5.5997 -2.9351 -0.7391
C 4.6263 -3.8127 -1.2481
C 3.2649 -3.7195 -1.1693
C 2.4247 -2.6739 -0.6930
N 1.1319 -2.8531 -0.5265
C 0.6617 -4.2382 -0.3081
C -0.4802 -4.3771 0.6999
C -1.6840 -3.4633 0.3870
N -1.3579 -2.6230 -0.7759
C -1.3494 -3.1732 -2.0120
C -2.1053 -4.3079 -2.2991
C -2.1916 -5.0772 -3.4461
C -1.4413 -4.9911 -4.6057
C -0.5157 -4.0071 -4.9093
C -0.2012 -2.8543 -4.2051
C -0.5948 -2.4030 -2.9419
N -0.2246 -1.1864 -2.4604
C 0.0460 -0.1519 -3.4978
C 1.4535 0.0581 -4.0816
H 2.7046 -0.7612 -2.5868
H 3.5208 0.3508 -3.6300
H 1.4595 1.8742 -2.3561
H 3.1680 2.0805 -2.1719
H 1.5538 1.6422 -0.1042
H 3.1916 1.1330 -0.1018
H 4.2656 -0.0461 0.3962
H 6.2156 -1.2155 0.2517
H 6.6345 -3.2489 -0.8104
H 4.9996 -4.7138 -1.7235
H 2.7283 -4.5670 -1.5756
H 1.4914 -4.8143 0.0902
H 0.3926 -4.7035 -1.2541
H -0.1086 -4.1465 1.6911
H -0.7825 -5.4240 0.7069
H -1.9006 -2.8116 1.2138
H -2.5852 -4.0360 0.2132
H -2.7466 -4.6434 -1.4962
H -2.9086 -5.8887 -3.4008
H -1.5966 -5.7663 -5.3478
H 0.0074 -4.1213 -5.8529
H 0.5002 -2.2073 -4.7140
H -0.3015 0.7855 -3.0976
H -0.6295 -0.3678 -4.3246
H 1.3770 0.9747 -4.6747
H 1.7130 -0.7333 -4.7888
C -3.9800 -1.4280 -1.4242
O -3.2976 -0.9423 -0.2551
C -3.4576 0.3082 0.1753
C -4.4844 1.1414 -0.4682
C -4.3138 2.4250 -0.7667
C -3.2425 3.2904 -0.1746
C -2.3554 2.1806 1.4211
C -2.5582 0.7321 1.0593
N -1.2949 0.0309 1.2142
N -0.5606 0.5976 2.1213
C 0.5622 0.1540 2.6311
C 0.9003 -1.1961 2.4325
O 0.3048 -1.8019 1.4775
C 1.7785 -1.8555 3.3066
C 2.4110 -1.1126 4.2613
C 2.1995 0.2975 4.4319
C 2.8944 1.0193 5.4158
C 2.6645 2.3654 5.5792
C 1.7406 3.0175 4.7534
C 1.0537 2.3273 3.7752
C 1.2667 0.9592 3.6150
H -3.8299 -0.7616 -2.2696
H -5.0378 -1.5746 -1.2261
H -3.5348 -2.3898 -1.6418
H -5.3852 0.6522 -0.8131
H -5.0788 2.9387 -1.3409
H -3.3105 4.3147 -0.5208
H -1.8278 2.2883 2.3417
H 1.9542 -2.9181 3.1901
H 3.1233 -1.6015 4.9205
H 3.6115 0.5022 6.0450
H 3.1958 2.9194 6.3426
H 1.5656 4.0795 4.8831
H 0.3627 2.8493 3.1209
C -0.0839 4.7347 -0.3694
N -0.9623 4.0138 0.5682
C -1.7318 2.8457 0.1541
Se -0.8155 1.6780 -1.1454
N -3.4455 3.2228 1.3546
C -2.8852 4.4372 1.9917
C -3.6033 5.1562 2.9213
C -3.0486 6.3231 3.4249
C -1.8006 6.7312 2.9724
C -1.0893 5.9893 2.0374
C -1.6233 4.8099 1.5276
H 0.0754 4.1353 -1.2563
H 0.8875 4.9222 0.0859
H -0.5206 5.6920 -0.6697
H -4.3823 3.0081 1.6921
H -4.5843 4.8201 3.2477
H -3.5917 6.9114 4.1522
H -1.3726 7.6546 3.3469
H -0.1161 6.3326 1.7017
```


[2]
This record from the OMol25 dataset describes a molecular structure, C47H47NP2Pt in a non-equilibrium geometry. The level of theory is ωB97M-V/def2-TZVPD.

Summary:
- Energy above the lowest of the compared OMol25 structures with the same formula, charge and spin: 81.2 kJ/mol
- Charge: +2
- E: -72793.817 eV
- Spin multiplicity: 5
- HOMO-LUMO gap (spin up / spin down): 6.57 / 4.02 eV
- HOMO (spin up / spin down): -0.426 / -0.477 Ha

```
98
C47H47NP2Pt, DFT ωB97M-V/def2-TZVPD
Pt 1.2266 -0.7387 -5.0030
C -2.5968 0.9946 0.1551
C -2.6796 0.4817 -1.0914
C -3.3160 1.2478 -2.2450
C -2.2349 1.8547 -3.1205
C -1.7595 3.2237 -2.7145
C -1.8907 3.8082 -1.5147
C -2.8861 3.5106 -0.4116
C -2.4209 2.4246 0.5639
C 2.9346 -0.2575 -3.8720
H -2.8407 0.3679 1.0340
H -2.9200 -0.5874 -1.1666
H -4.0514 2.0310 -1.9872
H -3.8565 0.5492 -2.9028
H -1.3369 1.2165 -3.0587
H -2.5816 1.8812 -4.1728
H -1.1016 3.6784 -3.4906
H -1.1571 4.5820 -1.2404
H -3.9113 3.3127 -0.7722
H -2.9133 4.4422 0.1818
H -1.3606 2.6055 0.7613
H -2.9423 2.6187 1.5129
H 3.0849 -0.7778 -2.9056
H 2.9929 0.8291 -3.7460
H 3.6537 -0.6286 -4.6203
P -0.0576 -1.8682 -6.4128
P 1.5790 0.5516 -6.7586
C -0.9729 -0.3640 -6.7213
C -0.1915 0.7175 -7.0583
C -0.0870 -2.7780 -8.0008
C -1.0870 -2.4483 -8.9306
C -1.2195 -3.1776 -10.1067
C -0.3476 -4.2331 -10.3714
C 0.6492 -4.5603 -9.4464
C 0.7826 -3.8481 -8.2578
C -1.0583 -2.8691 -5.2870
C -0.6182 -3.0438 -3.9710
C -1.5413 -3.5533 -3.0516
C -2.8048 -3.9857 -3.4771
C -3.1945 -3.8412 -4.8169
C -2.3398 -3.2194 -5.7325
C 2.3023 0.6293 -8.4701
C 1.9207 -0.2860 -9.4804
C 2.2754 -0.0891 -10.8204
C 3.0178 1.0393 -11.2049
C 3.3796 1.9721 -10.2276
C 3.0071 1.7742 -8.8934
C 2.0895 2.1421 -6.0630
C 3.4131 2.2802 -5.6216
C 3.7839 3.4643 -4.9850
C 2.8649 4.5138 -4.8867
C 1.5637 4.3746 -5.3757
C 1.1482 3.1669 -5.9351
H -2.0455 -0.5119 -6.8110
H -0.4851 1.5818 -7.6455
H -1.7790 -1.6295 -8.7443
H -2.0065 -2.9156 -10.8141
H -0.4518 -4.7968 -11.3013
H 1.3204 -5.3870 -9.6607
H 1.5318 -4.1213 -7.5196
H 0.3983 -2.7054 -3.7001
H -1.2801 -3.5598 -1.9959
H -3.5034 -4.4424 -2.7712
H -4.1625 -4.2077 -5.1616
H -2.6128 -3.0054 -6.7774
H 1.3226 -1.1641 -9.2216
H 1.9739 -0.8110 -11.5887
H 3.3173 1.1879 -12.2488
H 3.9490 2.8646 -10.5079
H 3.2687 2.5439 -8.1728
H 4.1097 1.4431 -5.7398
H 4.7864 3.5448 -4.5707
H 3.1605 5.4459 -4.4112
H 0.8486 5.1941 -5.3243
H 0.1120 3.0108 -6.2489
C 1.3279 1.9293 0.8082
C 1.2217 2.1526 -0.5748
C 1.2594 1.0772 -1.4598
C 1.4767 -0.2410 -0.9679
C 1.8886 -0.3805 0.3953
C 1.6930 0.6581 1.2883
N 1.2865 -1.3772 -1.7122
C 0.8347 -2.4779 -1.0325
C 1.4113 -3.7420 -1.3006
C 0.8948 -4.8703 -0.7102
C -0.2173 -4.7811 0.1357
C -0.7463 -3.5324 0.5045
C -0.2437 -2.3833 -0.0892
H 1.1869 2.7141 1.5634
H 1.0933 3.1697 -0.9580
H 1.0695 1.2426 -2.5204
H 2.2159 -1.3714 0.7351
H 1.8276 0.4729 2.3608
H 2.2918 -3.7762 -1.9340
H 1.3326 -5.8324 -0.9543
H -0.6869 -5.6982 0.4989
H -1.5859 -3.4445 1.1991
H -0.6562 -1.3913 0.1479
```